Here is a gas-phase ion, C10H16N3OS (charge +1) in a non-equilibrium geometry from OMol25. Energies are from the ωB97M-V functional and the def2-TZVPD basis.

```
31
Properties=species:S:1:pos:R:3:forces:R:3
C -5.0233 -0.2218 -1.2066 -1.4 -0.3 0.7
S -4.3666 -0.4255 0.4858 3.1 -0.3 -1.2
N -2.4524 -1.0015 -0.1236 -2.7 1.4 -0.3
N -2.2317 -2.3494 -0.0764 1.2 -1.3 4.6
C -1.4130 -0.2929 0.5475 -0.3 2.3 -0.7
N -0.0891 -0.2889 -0.1020 -0.6 3.3 0.8
C 0.6911 -1.2531 -0.3646 2.7 -2.5 -0.4
O 0.3697 -2.4935 -0.4271 -2.4 0.3 0.0
C 2.1473 -1.0020 -0.6380 1.7 -0.3 -0.6
C 2.6060 0.3586 -0.0529 -0.4 -1.8 -1.6
C 3.3022 1.2720 -0.8144 0.7 2.3 1.6
C 3.4796 2.5816 -0.2916 0.4 -0.6 0.7
C 2.9985 2.8668 0.9808 -0.9 2.6 1.9
C 2.4300 1.8794 1.7883 -0.2 0.7 -0.4
C 2.2162 0.6523 1.2293 -1.6 -1.9 2.0
H -6.0381 0.2705 -1.0941 1.2 -0.2 0.2
H -5.3138 -1.2668 -1.4796 0.8 1.1 -0.8
H -4.4018 0.4426 -1.8502 -0.4 -1.0 0.4
H -2.5076 -2.7987 0.8896 0.8 0.9 -2.0
H -2.7302 -2.8401 -0.7300 -1.7 -1.2 -2.3
H -1.6351 0.7513 0.3923 -0.8 0.3 0.3
H -1.3169 -0.3701 1.6163 0.2 -0.9 0.7
H 0.4150 0.6779 -0.0168 -1.1 -2.4 -0.3
H -0.7621 -2.5378 -0.3823 1.2 -0.3 0.4
H 2.1980 -1.0153 -1.8005 0.3 -0.1 1.9
H 2.8140 -1.8799 -0.1962 -1.7 1.6 -1.1
H 3.9092 1.0615 -1.6494 -0.1 -0.7 -1.3
H 4.1410 3.3252 -0.7427 -0.6 -0.3 -0.4
H 2.9173 3.9537 1.4735 0.9 -2.4 -1.5
H 2.0404 2.0775 2.7802 0.3 0.2 -0.1
H 1.6062 -0.1335 1.8556 1.5 1.4 -1.2
```
Positions in Å, forces in eV/Å.

Summary:
ΔE to the lowest compared entry with this formula, charge and spin: 49.0 kcal/mol
SMILES string: CSN(N)C/[NH+]=C(\O)Cc1ccccc1
LUMO level: -3.640 eV
Net charge: +1
Largest force on an atom: 4.88 eV Å⁻¹

Partial charges, Löwdin, in e: -0.434 0.804 -0.326 -0.012 -0.220 0.130 -0.427 0.117 -0.020 -0.270 -0.018 -0.053 -0.084 -0.086 -0.107 0.057 0.033 0.053 0.181 0.082 0.121 0.133 0.201 0.129 0.172 0.186 0.107 0.116 0.158 0.113 0.165

---

Here is a molecular structure, C10H16N4 in a non-equilibrium geometry from OMol25. Energies are from the ωB97M-V functional and the def2-TZVPD basis.

```
30
Properties=species:S:1:pos:R:3:forces:R:3
C 1.6815 1.1866 1.7583 -1.0 0.3 -0.5
C 2.7789 0.5884 0.7563 1.7 3.4 -3.0
C 1.9914 -0.3302 -0.4462 4.0 -3.0 2.9
C 1.4614 -1.8258 -0.0197 -2.7 5.8 4.5
C 0.0329 -2.1678 -0.4394 -1.0 -3.8 2.4
C -1.1062 -1.1443 -0.2333 0.3 -2.0 0.9
C -3.1503 -0.1570 0.2464 -0.4 1.7 0.9
C -1.5546 1.0007 -0.6755 -2.6 7.1 1.7
C -0.6068 0.0375 -0.5822 2.6 0.7 -1.2
C 0.8742 0.1006 -1.1761 -4.7 3.6 -4.3
H 2.0170 2.8285 1.8459 -1.1 -4.6 0.4
H 1.5860 0.4949 2.8402 0.0 2.6 -3.1
H 0.3834 1.0740 0.8506 3.7 0.5 3.3
H 4.1033 0.3195 0.9436 -4.6 0.0 0.2
H 3.1512 1.7409 0.2538 -1.3 -3.6 0.5
H 2.7540 -0.6922 -1.1743 -0.1 1.2 0.4
H 2.2133 -2.3625 -0.3126 3.4 -4.1 -2.1
H 1.5835 -1.8014 1.0976 -0.6 -0.4 -0.7
H -0.1268 -3.2475 0.0364 -0.3 2.3 -1.0
H 0.0234 -2.3197 -1.4873 -0.1 -0.5 -1.3
H -5.0876 0.2983 1.3379 3.4 -3.3 -2.0
H -4.3658 -1.4681 0.9971 -0.7 -0.5 0.6
H -1.6794 3.2932 -1.1569 1.6 -4.9 1.0
H -0.0483 2.3423 -1.5920 -4.6 -0.4 2.8
H 0.7213 -0.6671 -2.0444 0.8 1.8 1.0
H 1.0050 1.1883 -1.6364 0.1 -2.4 0.6
N -2.3827 -1.2771 0.1523 0.9 -0.5 -0.3
N -4.2995 -0.4800 0.9175 -2.6 4.1 0.8
N -2.8544 1.1857 -0.1109 2.1 -6.5 -0.8
N -1.0993 2.2612 -0.9467 3.7 5.5 -4.6
```
Positions in Å, forces in eV/Å.

Summary:
ΔE to the lowest compared entry with this formula, charge and spin: 255.6 kcal/mol
LUMO level: 0.477 eV
Largest force on an atom: 8.05 eV Å⁻¹

Partial charges, Löwdin, in e: -0.185 -0.299 -0.337 -0.126 -0.111 -0.234 -0.443 -0.391 -0.226 -0.192 0.167 0.084 0.194 0.166 0.105 0.128 0.038 0.125 0.159 0.091 0.207 0.062 0.200 0.170 0.154 0.121 0.124 0.076 0.155 0.018

---

Here is 5 unconnected molecules or ions with the total composition C10H16N4O10 in a non-equilibrium geometry from OMol25. Energies are from the ωB97M-V functional and the def2-TZVPD basis.

```
40
Properties=species:S:1:pos:R:3:forces:R:3
O -0.1729 -2.1605 -1.3524 -0.1 -0.6 0.7
C -0.2706 -2.9503 -0.4106 0.0 2.2 -0.2
C -0.4875 -2.3977 0.9755 -0.1 -1.8 -0.8
C -1.0081 -3.2187 1.8930 0.1 0.5 0.4
C -1.4226 -4.5881 1.5342 -1.2 -2.4 -0.7
O -2.2670 -5.2378 2.1609 1.5 1.3 -0.5
C -0.8758 -5.2081 0.2357 1.4 2.9 -0.4
C -0.2455 -4.3679 -0.6491 -1.6 -2.3 0.9
H -0.2196 -1.3702 1.0633 0.0 0.6 0.5
H -1.2087 -2.9412 2.9270 0.0 0.1 -0.3
H -0.9949 -6.2435 0.0115 -0.3 -0.5 0.2
H 0.0440 -4.6633 -1.6528 0.2 -0.1 0.2
C 2.3133 -0.7290 -1.5587 -0.8 -1.6 1.0
N 2.9299 -1.4719 -0.3112 0.3 0.0 -0.1
O 2.8652 -2.6872 -0.2690 -0.5 0.2 -0.6
O 3.4981 -0.8454 0.5625 -0.4 0.8 -0.5
H 1.8212 -1.5882 -2.1025 0.9 1.3 0.2
H 3.1513 -0.2184 -2.0548 -0.6 -0.2 0.2
H 1.4783 -0.0849 -1.1771 1.2 -0.3 -0.3
C -2.1447 4.6061 -0.1933 0.7 -1.1 0.9
N -1.9831 3.7218 1.0426 0.0 -0.8 -0.8
O -0.9443 3.8135 1.6863 -1.2 0.0 -0.3
O -2.8667 2.8724 1.1908 1.2 1.1 0.3
H -1.4064 5.3804 -0.1498 0.5 0.2 -0.1
H -3.1134 5.0162 -0.1475 -1.2 0.3 0.0
H -2.0246 3.9205 -1.0336 0.1 0.3 0.0
C -1.1641 1.0071 -1.8879 -1.4 -1.3 -0.3
N -0.3437 1.8510 -2.7479 0.8 -0.6 1.4
O -0.5197 3.0207 -2.7061 -1.2 3.1 0.1
O 0.5591 1.3689 -3.3558 1.3 -1.7 -1.2
H -1.4516 0.1445 -2.5082 0.0 0.2 0.4
H -2.0216 1.5822 -1.5763 -0.3 0.1 -0.1
H -0.6803 0.6579 -0.9806 0.6 0.2 -0.3
C 2.0241 2.4134 2.0102 2.2 1.6 1.3
N 1.0011 1.4757 1.7488 0.4 -2.2 1.6
O 0.7688 0.6289 2.6183 -0.2 1.0 -1.0
O 0.5153 1.5228 0.6637 -1.4 -0.3 -1.7
H 2.4590 2.8872 1.1162 -0.5 -0.4 0.4
H 2.7650 1.9601 2.6630 0.3 -0.5 -0.5
H 1.6437 3.1211 2.7221 -0.7 0.8 -0.1
```
Positions in Å, forces in eV/Å.

Summary:
SMILES string: O=C1C=CC(=O)C=C1.C[N+](=O)[O-].C[N+](=O)[O-].C[N+](=O)[O-].C[N+](=O)[O-]
LUMO level: -1.463 eV
Largest force on an atom: 3.28 eV Å⁻¹

Partial charges, Löwdin, in e: 0.042 -0.386 0.051 0.024 -0.345 0.082 0.070 0.014 0.093 0.129 0.107 0.126 0.064 -0.415 0.043 0.040 0.092 0.102 0.065 0.072 -0.402 0.044 0.050 0.090 0.079 0.071 0.035 -0.472 0.075 0.081 0.113 0.087 0.062 0.015 -0.446 0.071 0.045 0.124 0.110 0.100

---

Here is 2 unconnected molecules or ions with the total composition C10H16NOP in a non-equilibrium geometry from OMol25. Energies are from the ωB97M-V functional and the def2-TZVPD basis.

```
29
Properties=species:S:1:pos:R:3:forces:R:3
C -0.7088 0.6955 4.2868 1.3 0.7 1.5
C -1.3159 1.4645 3.3172 -0.2 1.3 -0.7
C -0.2140 -0.6068 3.9800 -0.8 0.7 1.1
C -1.4493 0.9072 2.0383 -0.4 1.1 0.3
C -0.3983 -1.1558 2.7021 -0.5 2.0 1.3
C -1.0317 -0.3647 1.7450 0.1 -0.9 -0.3
C 1.1146 -1.7678 -1.6765 2.1 -1.1 0.0
C 0.2666 0.2705 -2.7840 0.3 2.1 1.3
C 1.9222 0.4561 -0.6617 -2.7 0.4 -0.9
C 1.0113 -0.3093 -1.5775 -2.1 0.1 0.7
N -2.8097 -0.3178 -0.4280 -0.4 -1.7 -1.1
O -1.4029 -2.4744 -0.1131 0.2 -1.8 0.4
P -1.2664 -1.0293 0.0544 -0.6 3.9 -1.2
H -0.4589 1.2325 5.3039 -0.7 -1.6 -1.9
H -1.6387 2.5565 3.4804 0.5 -2.0 -0.1
H 0.1642 -1.1153 4.8907 0.1 -0.2 -1.2
H -1.9025 1.5102 1.2638 -0.1 0.0 -0.1
H -0.1464 -2.1255 2.4250 0.6 -1.7 -0.1
H 0.6982 -2.1806 -0.7335 0.8 -0.7 -1.0
H 0.5380 -2.0560 -2.5491 -0.2 -0.6 0.2
H 2.2140 -2.1330 -1.8824 -1.8 0.6 0.6
H -0.6854 -0.2088 -2.8343 -0.7 -0.4 -0.1
H 0.7447 0.0574 -3.7276 0.6 -0.1 -0.3
H 0.0457 1.3868 -2.7440 0.5 -1.3 0.1
H 1.4058 1.3310 -0.2956 -0.3 0.3 0.4
H 2.3344 -0.0725 0.1486 0.6 -0.9 0.7
H 2.6090 0.8760 -1.3107 2.3 0.8 -1.1
H -2.8929 0.5740 -0.9906 0.3 -1.8 0.8
H -3.3493 -1.1965 -0.8329 1.3 2.8 0.8
```
Positions in Å, forces in eV/Å.

Summary:
ΔE to the lowest compared entry with this formula, charge and spin: 90.4 kcal/mol
LUMO level (spin up / spin down): 0.492 / -0.342 eV
Largest force on an atom: 4.08 eV Å⁻¹

Partial charges, Löwdin, in e: -0.114 -0.106 -0.075 -0.125 -0.078 -0.332 -0.148 -0.094 -0.064 -0.371 -0.162 -0.377 0.709 0.135 0.129 0.106 0.089 0.080 0.040 0.072 0.126 0.045 0.073 0.099 0.077 0.071 0.059 0.050 0.087

---

Here is 2 unconnected molecules or ions with the total composition C10H16NOS3 in a non-equilibrium geometry from OMol25. Energies are from the ωB97M-V functional and the def2-TZVPD basis.

```
31
Properties=species:S:1:pos:R:3:forces:R:3
C -4.8750 -0.1446 1.0114 0.1 -0.1 0.1
C -4.7204 -1.5169 0.3239 0.0 0.2 -0.1
C -3.2057 -1.7801 0.2303 0.7 0.2 0.3
N -2.5041 -0.5568 0.7028 -1.5 -0.1 0.2
C -1.1466 -0.4301 0.8589 -1.0 -0.3 -0.2
S -0.1571 -1.7549 0.6264 0.3 -1.2 -0.4
S -0.4837 1.0481 1.2650 0.1 1.5 0.3
C -3.4985 0.5267 0.9045 0.7 -0.2 -0.1
H -5.6597 0.4619 0.5415 0.2 -0.1 0.1
H -5.1599 -0.2699 2.0637 0.1 0.0 -0.2
H -5.2383 -2.3111 0.8781 0.2 0.2 -0.1
H -5.1648 -1.4891 -0.6791 0.1 0.0 0.2
H -2.8985 -2.6260 0.8494 0.1 0.0 -0.1
H -2.8894 -1.9871 -0.7954 0.0 -0.2 0.0
H -3.4467 1.2005 0.0457 -0.1 0.2 0.0
H -3.2427 1.1000 1.7982 0.1 0.0 -0.2
C 4.5929 1.0835 0.5398 0.2 -0.5 0.0
C 3.4799 0.0288 0.5417 -0.2 0.1 0.6
C 3.1999 -0.4510 -0.8522 0.0 0.1 0.2
O 3.4103 -1.5826 -1.1985 0.2 -0.6 -0.3
C 2.7108 0.6024 -1.8021 -0.6 0.3 -0.3
C 3.7729 1.6901 -1.9956 0.0 -0.4 -0.3
S 4.1833 2.5107 -0.4596 -0.1 0.9 0.2
H 4.7967 1.4366 1.5545 -0.1 0.1 -0.1
H 5.5270 0.6593 0.1598 0.0 -0.1 0.0
H 3.7185 -0.8263 1.1842 0.1 0.1 -0.2
H 2.5602 0.4730 0.9395 0.0 0.0 -0.1
H 2.4114 0.1375 -2.7488 0.3 0.0 0.1
H 1.8073 1.0510 -1.3741 0.1 0.0 0.1
H 4.6909 1.2656 -2.4121 -0.1 -0.1 -0.1
H 3.4292 2.4509 -2.7017 0.0 0.0 0.2
```
Positions in Å, forces in eV/Å.

Summary:
LUMO level: 2.836 eV
Net charge: -1
Largest force on an atom: 1.50 eV Å⁻¹

Partial charges, Löwdin, in e: -0.181 -0.177 -0.201 -0.213 -1.432 0.410 0.386 -0.206 0.097 0.099 0.097 0.096 0.083 0.099 0.105 0.078 -0.491 -0.178 -0.462 0.080 -0.171 -0.495 0.838 0.073 0.075 0.124 0.084 0.122 0.114 0.076 0.071

---

Here is 2 unconnected molecules or ions with the total composition C10H16O in a non-equilibrium geometry from OMol25. Energies are from the ωB97M-V functional and the def2-TZVPD basis.

```
27
Properties=species:S:1:pos:R:3:forces:R:3
C -2.5133 -0.7704 -1.1904 -0.1 0.9 0.7
C -1.0314 -1.0617 -1.2592 -1.0 0.1 -0.3
C -0.4089 -1.8289 -0.3023 0.5 -0.7 0.5
C 0.9693 -2.0481 -0.3481 0.2 0.7 -1.3
C 1.6532 -1.4097 -1.3710 0.3 -1.1 -1.1
O 3.0008 -1.6885 -1.5968 0.0 0.1 0.2
C 1.0140 -0.7785 -2.4366 0.1 1.4 0.5
C -0.3317 -0.4993 -2.3386 -0.5 -1.3 0.9
H -2.5847 0.2967 -0.9453 -0.2 0.0 -0.2
H -3.0659 -1.2336 -0.3722 0.3 -0.4 -0.1
H -3.0707 -0.9173 -2.1119 0.2 -0.2 -0.2
H -0.9873 -2.3040 0.4817 -0.1 0.0 -0.1
H 1.5782 -2.7463 0.1999 -0.4 0.0 0.7
H 3.5514 -1.2149 -0.9706 0.0 0.0 0.2
H 1.6459 -0.3664 -3.2119 -0.1 -0.2 -0.2
H -0.9892 -0.0176 -3.0455 0.6 0.4 -0.5
C 1.0224 0.7908 1.5541 -0.3 -0.5 0.6
C 0.1696 1.6529 2.4823 0.7 0.2 0.0
C -0.8128 2.5719 1.7745 -0.2 0.5 0.2
H 1.3509 1.3077 0.6538 -0.1 0.1 0.0
H 0.4689 -0.0992 1.2897 -0.1 -0.1 -0.4
H 1.9016 0.4280 2.0902 0.1 0.1 0.0
H -0.2651 1.0449 3.2766 -0.3 -0.1 -0.2
H 0.8738 2.2936 3.0218 -0.1 0.2 0.0
H -0.3821 2.9351 0.8619 0.7 0.4 -0.5
H -1.7750 2.2155 1.4111 -0.1 -0.6 0.5
H -0.9818 3.4472 2.4029 -0.3 0.0 -0.1
```
Positions in Å, forces in eV/Å.

Summary:
ΔE to the lowest compared entry with this formula, charge and spin: 32.1 kcal/mol
SMILES string: Cc1ccc(O)cc1.CCC
LUMO level: 0.890 eV
Largest force on an atom: 1.63 eV Å⁻¹

Partial charges, Löwdin, in e: -0.058 -0.290 -0.069 -0.025 -0.322 0.009 -0.010 -0.033 0.077 0.074 0.076 0.115 0.120 0.098 0.117 0.112 -0.119 -0.310 -0.122 0.076 0.035 0.071 0.099 0.094 0.055 0.063 0.066

---

Here is 2 unconnected molecules or ions with the total composition C10H16O in a non-equilibrium geometry from OMol25. Energies are from the ωB97M-V functional and the def2-TZVPD basis.

```
27
Properties=species:S:1:pos:R:3:forces:R:3
C 3.1071 -0.0032 0.4284 -0.2 1.5 -1.1
C 1.6757 -0.2979 -0.0176 0.3 -0.1 0.9
C 0.7126 0.8647 0.0849 0.5 -0.6 0.9
C 1.1308 2.1679 -0.0058 -0.7 1.5 0.0
C 0.1981 3.2126 0.1230 0.2 -0.2 0.1
C -1.0743 2.9396 0.5755 -0.1 0.3 0.6
O -1.9555 3.9114 0.9824 -0.2 -0.2 -0.3
C -1.4706 1.6338 0.8188 -0.2 -0.3 -0.3
C -0.5950 0.6112 0.5357 0.4 -0.2 -0.9
H 3.0484 0.2831 1.4651 0.7 -0.5 0.6
H 3.5041 0.9022 -0.0556 -0.4 0.0 -0.1
H 3.8521 -0.7124 0.0731 -0.2 -0.6 0.9
H 1.7076 -0.7531 -0.9728 -0.2 -0.2 -1.4
H 1.2834 -1.0825 0.6246 0.0 -0.2 0.2
H 2.1527 2.5202 -0.0303 0.2 -0.5 -0.6
H 0.4953 4.2378 -0.0709 0.1 0.0 0.2
H -1.7402 4.7489 0.5734 0.2 0.3 -0.1
H -2.4853 1.4733 1.1588 0.1 -0.1 0.1
H -0.8673 -0.4385 0.5655 -0.3 0.1 0.4
C -0.9208 -3.2142 -1.2825 -0.1 1.1 0.2
C -2.1461 -3.3857 -0.4098 -1.9 -0.3 -0.4
H -1.2376 -2.8293 -2.2532 0.1 -0.1 -0.1
H -0.3099 -2.4239 -0.8382 0.3 -0.2 -0.1
H -0.3075 -4.0929 -1.4533 -0.1 -0.2 0.2
H -2.6641 -2.4753 -0.0859 1.0 0.4 0.2
H -2.0879 -4.0429 0.4486 0.5 -0.1 0.2
H -3.0058 -3.7550 -0.9818 0.3 -0.7 -0.3
```
Positions in Å, forces in eV/Å.

Summary:
ΔE to the lowest compared entry with this formula, charge and spin: 33.0 kcal/mol
SMILES string: CCc1ccc(O)cc1.CC
LUMO level: 0.893 eV
Largest force on an atom: 1.98 eV Å⁻¹

Partial charges, Löwdin, in e: -0.101 -0.219 -0.231 -0.040 -0.018 -0.331 0.043 -0.012 -0.029 0.078 0.059 0.074 0.092 0.099 0.104 0.112 0.097 0.119 0.100 -0.154 -0.182 0.068 0.033 0.065 0.058 0.058 0.059

---

Here is 2 unconnected molecules or ions with the total composition C10H16O in a non-equilibrium geometry from OMol25. Energies are from the ωB97M-V functional and the def2-TZVPD basis.

```
27
Properties=species:S:1:pos:R:3:forces:R:3
C 1.6632 -1.2446 -2.8959 -4.0 -0.1 0.1
C 1.5123 -0.8126 -1.4327 0.8 0.3 1.0
C 1.2759 0.5523 -1.2733 0.4 0.4 -0.4
C 1.2941 1.1762 -0.0530 0.2 2.3 2.4
C 1.7798 0.4655 1.1215 -0.8 -0.2 -3.2
O 2.0910 1.2305 2.1597 0.9 -1.2 1.7
C 1.9570 -0.9071 1.0465 -0.5 0.5 -3.1
C 1.8142 -1.5226 -0.2274 -0.8 1.2 -1.1
H 1.3661 -0.4166 -3.6618 0.3 -1.5 1.6
H 1.0784 -2.2005 -3.0932 0.4 1.3 0.0
H 2.6184 -1.5080 -3.0960 3.3 -0.7 -0.6
H 1.3155 1.1135 -2.2033 -0.8 0.3 0.3
H 1.0100 2.4265 0.1524 1.1 -3.9 -1.0
H 1.4392 1.8808 2.0602 -1.1 2.3 0.6
H 2.2626 -1.5985 1.7606 0.5 -0.4 1.8
H 1.9028 -2.5844 -0.2594 0.3 -0.7 -0.1
C -2.3679 1.5653 0.2576 1.1 -1.4 2.4
C -2.8468 0.4791 1.3083 0.7 0.6 -1.3
C -2.0993 -0.8642 1.2544 -1.6 -2.0 -1.1
H -2.4520 2.5785 0.6390 -0.5 0.1 -0.2
H -2.8366 1.3575 -0.6544 -0.8 0.2 -1.4
H -1.3156 1.3966 0.1161 0.6 0.0 -0.3
H -2.6920 0.8713 2.3010 -0.4 0.2 0.4
H -3.8851 0.3712 1.0489 -0.7 -0.4 0.7
H -2.2515 -1.4675 0.2713 0.5 1.5 1.1
H -1.0260 -0.6890 1.4047 -0.3 -0.5 0.2
H -2.6079 -1.6491 1.9480 1.3 1.6 -0.5
```
Positions in Å, forces in eV/Å.

Summary:
ΔE to the lowest compared entry with this formula, charge and spin: 68.6 kcal/mol
SMILES string: Cc1ccc(O)cc1.CCC
LUMO level: 0.841 eV
Largest force on an atom: 4.13 eV Å⁻¹

Partial charges, Löwdin, in e: -0.057 -0.253 -0.106 -0.038 -0.356 0.078 -0.012 -0.023 0.109 0.095 0.021 0.105 0.192 0.060 0.091 0.094 -0.091 -0.298 -0.134 0.067 0.047 0.017 0.084 0.081 0.091 0.046 0.090

---

no.,E_tot (eV)
1,-27973.038
2,-16578.284
3,-37051.643
4,-23453.508
5,-46674.853
6,-12676.334
7,-12676.292
8,-12674.751